The following is a DFT calculation (ωB97M-V/def2-TZVPD) of a molecular structure, C39H25Cl3N8OS2Yb at a distorted geometry.

## Properties
<S²> = 0.751
Kohn-Sham gap (alpha / beta) = 6.748 / 6.742 eV
2S+1 = 2
Net charge = +1

Last column: Mulliken spin population.
Element x y z (Å)
Yb -15.47968 -12.44852 -4.64315  1.013
Cl -12.53353 -16.06337 -10.62037  0.000
C -13.46057 -15.31906 -9.35336  0.000
C -14.75132 -14.71373 -9.60238  0.000
C -15.62042 -14.31177 -8.62449  0.000
C -15.09301 -14.17189 -7.31880  0.000
O -15.83289 -13.73194 -6.35362  -0.003
C -13.74709 -14.65920 -7.04697  0.001
C -13.23206 -14.64579 -5.75680  0.000
N -13.68519 -14.12851 -4.62877  -0.001
C -13.03093 -14.44202 -3.45260  0.001
C -12.05738 -15.36561 -3.34245  -0.001
C -11.51892 -15.68023 -2.09451  0.000
C -11.95967 -15.10341 -0.90573  0.000
C -12.93064 -14.12136 -0.99730  0.000
C -13.46849 -13.45646 0.13676  0.000
C -14.52828 -12.59357 -0.04986  0.000
C -15.08353 -12.38860 -1.31559  -0.001
N -14.60379 -12.97944 -2.38281  -0.006
C -13.48829 -13.80332 -2.28833  -0.002
C -12.92352 -15.25906 -8.09040  0.000
H -15.06922 -14.64198 -10.64520  0.000
H -16.59993 -13.88447 -8.88456  0.000
H -12.32184 -15.21428 -5.67963  0.000
H -11.73360 -15.89912 -4.20720  0.000
H -10.68088 -16.27866 -2.06542  0.000
H -11.51801 -15.35411 0.08211  0.000
H -12.97947 -13.65297 1.05587  0.000
H -14.89287 -12.04228 0.84705  0.000
H -15.92495 -11.72135 -1.31081  0.000
H -11.93631 -15.68721 -7.81444  0.000
Cl -16.91774 -15.41285 -1.66698  0.000
C -17.50942 -15.56073 -3.34345  -0.001
C -17.61245 -16.90688 -3.82098  0.000
C -18.31344 -17.21917 -4.94011  0.000
C -18.87282 -16.16446 -5.70623  0.000
C -18.65012 -14.87791 -5.27744  0.000
Cl -19.14768 -13.67418 -6.48535  0.000
C -18.02674 -14.49627 -4.09487  0.001
S -17.89919 -12.85981 -3.67220  -0.002
H -17.11530 -17.66853 -3.24712  0.000
H -18.33532 -18.20780 -5.34707  0.000
H -19.38713 -16.29583 -6.62589  0.000
S -14.18452 -7.87835 -11.14277  0.000
N -15.63173 -8.21871 -10.42449  0.000
C -15.32742 -9.04678 -9.43620  0.000
C -16.26940 -9.58981 -8.47703  0.000
C -17.65731 -9.29222 -8.51649  0.000
C -18.46037 -9.84272 -7.60182  0.000
C -17.88664 -10.68724 -6.61933  0.000
N -16.57544 -10.90078 -6.46386  0.000
C -15.77566 -10.43000 -7.43395  -0.001
C -14.34445 -10.78289 -7.35606  0.001
N -13.86920 -11.44949 -6.28874  0.000
C -12.53751 -11.78527 -6.26804  0.000
C -11.62645 -11.38993 -7.25599  0.000
C -12.12011 -10.60114 -8.27285  0.000
C -13.48794 -10.30196 -8.36426  0.000
C -13.97388 -9.41587 -9.40224  0.000
N -13.19543 -8.77425 -10.26839  0.000
H -18.03599 -8.60953 -9.32506  0.000
H -19.52120 -9.61940 -7.62282  0.000
H -18.51770 -11.13095 -5.79460  0.000
H -12.26523 -12.34353 -5.32338  0.000
H -10.55287 -11.69068 -7.27815  0.000
H -11.43064 -10.17931 -8.97151  0.000
N -12.96887 -10.18272 -3.27253  0.000
C -14.17293 -9.53758 -3.05889  0.000
C -14.28679 -8.38179 -2.25852  0.000
C -15.52919 -7.86980 -1.97755  0.000
C -16.60820 -8.58228 -2.49514  0.000
C -16.38530 -9.67542 -3.32979  0.001
N -15.20848 -10.17013 -3.54777  0.000
H -12.12633 -9.80253 -2.81705  0.000
H -13.08954 -11.19173 -3.25345  0.000
H -13.37501 -7.83867 -1.94281  0.000
H -15.61489 -7.03928 -1.36251  0.000
H -17.66122 -8.22759 -2.43359  0.000
H -17.21480 -10.16749 -3.79913  0.000

***

The following is a DFT calculation (ωB97M-V/def2-TZVPD) of a molecular structure, C39H28N2O8P2S2Sc.

## Properties
Kohn-Sham gap = 6.263 eV
2S+1 = 1
Net charge = -1

Last column: Löwdin charge in e.
Element x y z (Å)
Sc -0.10191 0.05026 -0.11925  0.663
S 0.06071 -0.22775 2.49771  0.320
P 1.97689 -0.61741 1.90696  0.413
C 2.10238 -0.71769 0.24809  -0.626
P 1.93522 -2.08621 -0.70224  0.393
S -0.00882 -2.60693 -0.83974  0.329
C 2.97864 -3.52383 -0.27411  -0.327
C 2.50209 -4.82223 -0.41032  -0.106
C 3.32649 -5.90058 -0.11236  -0.091
C 4.62169 -5.68223 0.33254  -0.101
C 5.09692 -4.38476 0.47820  -0.089
C 4.27945 -3.30738 0.17148  -0.083
C 2.57632 -1.69889 -2.37156  -0.322
C 3.22781 -0.49499 -2.60223  -0.082
C 3.74917 -0.21139 -3.86211  -0.083
C 3.62953 -1.13694 -4.88680  -0.104
C 2.97247 -2.34183 -4.65972  -0.095
C 2.44256 -2.61915 -3.40975  -0.090
C 3.02001 0.73191 2.56026  -0.358
C 4.00760 1.27789 1.75014  -0.094
C 4.80637 2.31386 2.22143  -0.094
C 4.61770 2.80360 3.50735  -0.106
C 3.63093 2.25897 4.31997  -0.091
C 2.83150 1.22762 3.84706  -0.097
C 2.57102 -2.08050 2.81535  -0.323
C 1.77424 -3.22389 2.79115  -0.097
C 2.24381 -4.40717 3.33970  -0.078
C 3.50295 -4.45337 3.92631  -0.098
C 4.29177 -3.31419 3.96494  -0.096
C 3.82974 -2.12928 3.40505  -0.085
H 1.47860 -4.97515 -0.73226  0.071
H 2.95125 -6.91135 -0.21783  0.097
H 5.26145 -6.52262 0.57354  0.095
H 6.10335 -4.21264 0.83988  0.100
H 4.63690 -2.29078 0.29124  0.108
H 3.29724 0.21402 -1.78465  0.091
H 4.23951 0.73783 -4.04149  0.102
H 4.03289 -0.91743 -5.86832  0.099
H 2.86625 -3.05966 -5.46428  0.100
H 1.91230 -3.54883 -3.23620  0.100
H 4.11285 0.88867 0.74357  0.092
H 5.57447 2.73838 1.58591  0.096
H 5.23791 3.61130 3.87730  0.094
H 3.47960 2.64499 5.32059  0.097
H 2.04172 0.81456 4.46322  0.093
H 0.79746 -3.17954 2.32137  0.091
H 1.62881 -5.29758 3.30080  0.104
H 3.86842 -5.38027 4.35144  0.097
H 5.27411 -3.34755 4.42060  0.097
H 4.45368 -1.24393 3.42349  0.101
O 1.27931 4.34127 0.52084  0.153
C 0.66043 3.16989 0.38147  -0.448
O 1.23496 2.10980 0.43193  0.048
C -0.80978 3.24334 0.21227  -0.171
C -1.56421 4.39636 0.19485  0.023
C -2.94038 4.26744 0.03097  -0.029
C -3.49488 3.00858 -0.10818  0.027
C -2.65211 1.90530 -0.07764  -0.136
N -1.34590 2.03453 0.08565  0.123
C -3.13731 0.46417 -0.24684  -0.588
O -4.33394 0.28870 -0.41003  0.055
O -2.19241 -0.39232 -0.20610  -0.144
H 2.22317 4.14883 0.63007  0.138
H -1.08596 5.35939 0.29843  0.120
H -3.56776 5.14921 0.00764  0.108
H -4.55338 2.83970 -0.24537  0.121
O 0.61803 2.74169 -2.43277  0.056
C 0.42739 1.59791 -2.83859  -0.554
O 0.10244 0.58139 -2.12662  -0.124
C 0.56874 1.29165 -4.31347  -0.108
C 0.25634 0.02157 -4.78468  0.010
C 0.42959 -0.28376 -6.12370  0.010
C 0.92314 0.69307 -6.97215  -0.158
C 1.23346 1.96930 -6.52132  0.004
C 1.04702 2.26263 -5.18539  -0.002
N 1.13737 0.37020 -8.37883  -0.356
O 0.87522 -0.75651 -8.75665  0.063
O 1.59288 1.23784 -9.10371  0.057
H -0.09819 -0.72076 -4.08222  0.125
H 0.20862 -1.26684 -6.51200  0.120
H 1.61387 2.69996 -7.21949  0.113
H 1.27847 3.23967 -4.78222  0.118

***

no.,energy (hartree)
1,-5350.1433
2,-4454.5552